{"formula": "C31H62BNO8S3", "method": "ωB97M-V with the def2-TZVPD basis set", "max_force_ev_per_a": 2.54, "molar_mass_g_mol": 683.849, "homo_energy_ha": -0.308, "gap_ev": 8.2, "smiles": "C[C@@H](CB(CCCSC(=S)N1CCOCC1)C[SH](=O)=O)OCc1ccccc1.CC(C)O.CC(C)O.CC(C)O.CC(C)O", "species": ["H", "C", "H", "O", "H", "C", "H", "C", "H", "H", "H", "H", "H", "C", "H", "O", "C", "H", "H", "C", "H", "C", "H", "C", "H", "S", "C", "H", "C", "H", "C", "H", "C", "O", "H", "C", "H", "C", "H", "S", "H", "H", "H", "C", "H", "O", "C", "H", "H", "H", "H", "H", "C", "H", "H", "C", "H", "H", "O", "C", "H", "O", "H", "H", "C", "N", "C", "H", "S", "O", "H", "H", "C", "H", "H", "C", "C", "H", "H", "O", "C", "C", "H", "H", "H", "H", "H", "H", "H", "H", "H", "C", "H", "H", "B", "H", "C", "H", "H", "C", "H", "H", "H", "H", "C", "C"], "xyz": [[7.71934, 5.00217, -7.01021], [3.37631, 5.49175, -2.02425], [-2.25517, -4.19759, -1.84616], [3.18625, -0.59217, 1.92011], [-5.51457, 2.18106, 3.79763], [-3.79391, -2.90494, -0.15871], [2.93680, 5.50857, -1.02619], [1.25071, -2.01229, 2.53372], [-5.69249, 0.17174, 1.67630], [-1.95610, 0.84554, 2.05354], [-1.35753, -1.27125, -0.91537], [-3.54091, -5.16264, -1.11625], [-6.28640, 1.03995, 5.98039], [4.25247, 4.26074, -2.20122], [1.72415, 1.26488, 1.95604], [-0.83874, -5.53339, 0.66813], [-2.25017, -0.66178, -1.11550], [-7.83897, 1.05345, 1.04969], [3.37368, -0.14748, -0.63100], [-2.66519, 0.12654, 0.15074], [-2.07256, 0.01079, -1.96249], [-5.73102, -1.04329, 6.06922], [5.48317, 5.09185, -3.78302], [-1.69490, -5.28788, 1.76775], [1.25095, 1.81758, -0.37431], [-5.21575, -2.78995, 0.63169], [-5.85572, -2.23743, 7.00310], [5.48179, 3.31942, -3.70859], [0.23856, 1.40003, -0.49655], [-5.49839, 2.98643, 1.44678], [-7.29328, 1.97626, 0.83346], [-3.55470, -0.34155, 0.57665], [6.84269, 4.35237, -7.03371], [5.95565, 2.20180, -6.40911], [-7.27588, -1.53067, 4.98101], [4.04913, -0.97612, -0.83718], [5.00902, -1.41664, 2.19546], [8.26717, 2.28196, -7.08590], [0.31658, 0.67307, -1.32109], [-0.77475, 2.80382, -0.89971], [-0.82003, -6.01084, -1.29682], [4.08602, 4.16060, -4.35861], [-4.67747, -0.84408, 5.86699], [1.83991, -0.90732, 1.60720], [3.95016, 6.40937, -2.16916], [-5.19789, 0.96951, 1.44936], [4.07884, -1.65028, 1.65558], [-2.10365, -6.76960, -0.33466], [8.45583, 1.31796, -6.61153], [2.54794, 5.48178, -2.73751], [-2.96401, 1.16305, -0.04717], [-5.37746, -2.04031, 7.96400], [4.46263, -1.80625, 0.18634], [0.62783, 0.30979, 2.92392], [-3.78326, -5.27574, 1.09885], [-6.05305, 2.08322, 1.70795], [-5.91597, 0.46776, 7.61646], [-7.44773, 0.03662, 6.83425], [-1.05341, 3.56839, 0.28364], [-6.41376, 2.11374, 3.18275], [1.84759, -2.04264, 3.45314], [-6.34385, -1.35010, 4.81667], [5.64841, -3.51635, 0.68160], [-1.51656, -0.83121, 1.76426], [-3.00385, -4.54599, 1.37939], [-2.71801, -3.73086, 0.19070], [5.31786, -2.85146, -0.12124], [-3.31464, -3.95782, 2.24478], [-3.57705, -1.84132, -1.61004], [3.47552, 3.08624, -1.97847], [-6.92699, 1.19086, 3.46745], [6.02121, 4.85609, -6.52218], [4.50797, -1.20709, -2.12368], [-1.15511, -4.67203, 2.49908], [1.67817, -1.16301, 0.54586], [-6.37881, 0.19683, 6.66599], [-2.55088, -4.70758, -0.92691], [-1.92664, 2.39012, -1.51139], [5.74764, -2.38365, -3.42269], [-0.07769, 3.59768, -1.88318], [-1.59446, 0.15291, 1.27079], [5.78056, -3.08865, -1.39616], [-7.96435, 2.82250, 0.99227], [2.76771, 3.06984, -2.63348], [3.75098, -2.63262, 2.03041], [-6.90724, -2.48004, 7.18100], [-1.94358, -6.23202, 2.28670], [8.00708, 2.08061, -8.12906], [6.53720, 4.21708, -8.07526], [-7.06170, 2.96116, 3.41610], [5.04549, 4.26416, -1.45134], [4.86477, 4.21167, -3.59270], [4.18679, -0.56190, -2.94096], [7.39059, 3.16126, -5.33159], [-0.14780, 0.64354, 0.87159], [-7.01583, 1.94405, -0.22109], [7.13253, 3.00952, -6.38069], [1.41827, -2.97611, 2.02646], [6.45890, -3.92592, -1.54861], [-1.56153, -5.82317, -0.51420], [5.71726, 2.06151, -7.33178], [9.18782, 2.86768, -7.06410], [0.18790, -1.85568, 2.72092], [-5.39440, -3.12040, 6.55842], [1.03031, 0.41183, 1.90296], [5.37361, -2.23159, -2.41253]], "forces_ev_per_angstrom": [[-0.01, 0.00, -0.04], [0.01, 0.08, 0.20], [0.12, 0.01, 0.33], [-0.10, -0.73, -0.34], [0.01, 0.05, -0.05], [0.34, 1.15, 0.24], [0.04, 0.00, 0.00], [1.20, -0.49, -1.18], [0.06, -0.03, -0.02], [0.20, -0.17, -0.08], [-0.05, 0.31, -0.18], [0.26, 0.06, 0.00], [0.06, -0.01, 0.03], [-0.42, 0.23, -0.51], [-0.06, -0.26, -0.35], [-0.03, 0.55, -0.12], [-0.09, -0.37, 1.01], [0.00, 0.04, 0.11], [0.21, -0.09, -0.06], [0.17, -0.31, 0.64], [-0.10, -0.47, -0.09], [-0.62, -0.09, 0.32], [-0.03, 0.00, -0.02], [-0.40, 0.15, 0.37], [-0.37, 0.31, -0.24], [0.19, -0.18, -0.02], [0.18, -0.14, -0.03], [0.00, 0.02, 0.02], [-0.10, -0.73, 0.49], [0.17, -0.13, -0.06], [0.01, 0.13, -0.18], [0.09, 0.21, -0.21], [-0.07, 0.15, 0.16], [-0.02, -0.03, 0.37], [0.02, -0.01, 0.03], [-0.30, 0.26, 0.27], [-0.31, 0.04, -0.01], [0.12, -0.12, 0.15], [-0.29, 0.37, -0.03], [1.55, 1.94, -0.53], [-0.14, 0.12, 0.16], [-0.03, 0.09, 0.04], [-0.04, -0.03, -0.19], [-1.60, 1.23, 1.05], [-0.02, -0.01, -0.02], [0.06, 0.31, 0.03], [0.81, 0.13, -0.40], [-0.02, 0.24, -0.27], [0.01, 0.05, 0.05], [0.06, -0.02, -0.06], [-0.04, -0.30, -0.25], [-0.03, -0.01, 0.01], [-0.16, -0.10, 0.41], [0.06, 0.07, -0.24], [-0.03, 0.28, 0.36], [-0.45, -0.42, 0.15], [-0.03, 0.00, 0.00], [0.03, -0.11, 0.07], [-0.82, -0.99, 0.75], [0.05, 0.10, 0.16], [-0.40, 0.23, 0.01], [0.27, 0.06, -0.25], [-0.11, 0.16, -0.13], [-0.05, 0.20, -0.11], [1.01, -0.81, 0.05], [-1.42, -0.15, -0.43], [0.31, -0.68, 0.59], [-0.20, 0.04, -0.37], [-0.01, 0.03, -0.35], [0.15, -0.29, 0.26], [-0.05, 0.02, -0.06], [0.05, -0.01, 0.05], [-0.35, 0.68, -0.68], [0.16, -0.12, -0.38], [0.53, -0.24, 0.20], [0.11, 0.20, -0.08], [0.36, -0.25, -0.13], [0.25, -0.34, 0.43], [-0.16, 0.09, 0.13], [-0.06, -0.72, -0.83], [0.06, 0.17, -0.83], [0.08, 0.07, 0.05], [-0.02, -0.03, 0.00], [-0.05, 0.11, 0.07], [-0.24, 0.31, 0.03], [-0.01, 0.11, 0.05], [-0.04, 0.16, -0.25], [-0.01, 0.12, -0.01], [0.11, -0.05, -0.02], [0.00, -0.02, 0.01], [-0.07, -0.17, 0.06], [0.23, -0.12, 0.02], [0.03, -0.01, 0.25], [-0.16, -0.11, 0.04], [-0.01, 0.18, 0.64], [0.02, 0.05, 0.02], [-0.04, 0.00, -0.70], [-0.40, 0.04, 0.36], [-0.13, 0.23, -0.22], [-0.02, -0.54, 0.31], [0.02, 0.01, 0.01], [-0.01, -0.01, -0.03], [0.20, -0.11, 0.03], [0.05, 0.04, 0.01], [0.11, -0.13, 0.30], [0.56, -0.73, -0.31]]}

***

{"formula": "C49H64N11O3P", "method": "ωB97M-V with the def2-TZVPD basis set", "max_force_ev_per_a": 5.46, "molar_mass_g_mol": 886.099, "homo_energy_ha": -0.296, "gap_ev": 8.4, "smiles": "CP(O)[C@H]1CCC(=O)O1.c1cc[nH]c1.c1cc[nH]c1.c1cc[nH]c1.c1cc[nH]c1.c1cc[nH]c1.c1cc[nH]c1.c1cc[nH]c1.c1cc[nH]c1.c1cc[nH]c1.c1cc[nH]c1.c1cc[nH]c1", "species": ["C", "C", "H", "C", "H", "C", "H", "H", "H", "C", "N", "H", "O", "H", "H", "H", "P", "C", "N", "C", "C", "C", "H", "H", "C", "H", "H", "H", "C", "C", "H", "H", "O", "H", "C", "H", "H", "C", "C", "H", "H", "H", "H", "C", "C", "N", "H", "H", "C", "H", "H", "H", "C", "H", "H", "H", "N", "H", "H", "C", "N", "H", "H", "N", "C", "H", "H", "H", "H", "H", "C", "O", "C", "H", "H", "H", "H", "C", "C", "H", "C", "C", "C", "C", "H", "N", "H", "N", "H", "C", "C", "C", "C", "C", "H", "C", "C", "H", "C", "N", "H", "C", "H", "H", "C", "H", "H", "C", "H", "H", "C", "H", "C", "H", "H", "C", "H", "H", "H", "C", "C", "N", "C", "H", "C", "N", "C", "C"], "xyz": [[3.48430, 7.25729, -1.13541], [7.45194, 2.44955, -7.48581], [1.25811, 1.65068, 5.90052], [-3.02185, 5.51551, -0.53429], [-0.47554, -3.67771, 1.69118], [2.53202, 0.29828, 6.90558], [-2.78000, -3.10230, -0.79826], [0.48712, 4.30969, -8.64732], [0.70699, -3.88355, -2.08468], [-0.54048, -2.67949, 2.09084], [-0.99499, -1.64035, 1.32050], [-5.54886, 7.62319, -0.52766], [-3.70861, -6.12736, 0.82922], [-6.63738, -6.08732, 3.85293], [-1.31513, 0.44320, 1.62911], [5.16745, 8.40024, -1.91984], [-5.12713, -5.94814, 1.67090], [4.53800, 6.53178, -2.98424], [1.34968, 0.82307, 6.46185], [1.28153, 4.75115, 10.04409], [1.61720, -3.52302, -1.63330], [1.73232, -2.68801, -0.48729], [3.23960, -4.38682, -2.89785], [-0.09259, 3.14622, 10.04692], [3.43429, 3.19405, -7.64286], [2.10710, 5.65679, -1.13088], [5.22142, 6.45309, -3.81321], [-2.06652, -12.76507, 0.62797], [2.30680, 5.04553, 9.18701], [-3.82376, 6.37560, 0.16854], [3.58023, -1.91779, 0.49114], [3.21136, 4.75113, -3.18979], [-2.96121, -7.06842, 5.75464], [-1.68517, -1.75171, -2.60807], [-3.05720, -0.13536, -1.91310], [-3.80598, -6.87281, 0.22631], [-2.19338, -8.60084, 1.20765], [8.58821, 3.08214, -7.05894], [0.30947, 0.04538, 6.89673], [-4.40809, -4.42403, 3.55336], [-5.57547, -4.02169, 0.18324], [7.26899, 1.81241, -4.30327], [-5.98520, -3.65847, 1.88140], [-5.02807, -7.43834, 4.56472], [-1.82535, -9.73533, -0.67954], [6.84350, 1.89676, -6.39120], [5.98694, 1.37481, -6.40717], [1.45560, 2.24932, -7.18051], [0.83347, -0.98148, 7.63422], [4.76063, -3.17965, -1.32066], [-5.77223, -5.50024, 5.22569], [9.28432, 3.61483, -7.68501], [-2.01660, -11.72913, 0.33966], [4.66618, 4.78535, -8.60397], [2.45678, 5.67054, -9.37713], [3.02294, 3.94674, 7.36996], [-3.02746, -2.14704, -0.99357], [-1.86490, 3.74651, -6.41431], [-2.18784, 4.90987, -0.22187], [4.50966, 7.55046, -1.99330], [2.89091, 6.10347, -1.57013], [-4.67237, 0.62676, -0.55652], [-3.74131, 6.59652, 1.21967], [-2.04608, 3.29527, -4.33725], [3.72536, 4.31656, -8.37074], [-1.68031, -8.97344, -1.42755], [-7.01655, -4.67116, 0.94123], [-5.52178, -7.91371, 5.39528], [3.12680, 7.76739, -0.25741], [-4.53888, -1.87197, 0.48059], [-3.62970, -6.91894, 4.84635], [-3.35272, -6.12472, 3.76378], [2.33681, 4.02431, 8.19786], [0.26887, -1.76269, 8.11511], [-0.70874, 0.29077, 6.64573], [3.47078, 0.76634, 6.66430], [0.92920, -2.28711, 0.10539], [-1.78319, -11.14250, -0.87471], [-0.20695, 4.28656, -3.60342], [0.15129, -2.75337, 4.15892], [-2.08421, -9.51547, 0.64722], [-1.29843, 3.55676, -3.21778], [-0.23276, -2.18374, 3.32899], [3.52928, 5.65348, -2.69482], [0.56996, 4.64966, -2.95231], [0.69045, 3.59557, 9.60900], [4.15342, 2.56039, -7.15443], [-2.20230, -10.73294, 1.25895], [-0.38768, -0.09556, 4.11910], [-0.51551, -0.79165, 3.30768], [3.06674, -2.48280, -0.26771], [2.24576, -0.82041, 7.63983], [-1.43474, 3.84629, -5.43243], [-4.76915, 6.91252, -0.74533], [-3.03958, 4.96180, -2.57211], [-0.98654, -0.48857, 2.05749], [-0.29288, 4.47113, -5.00838], [1.01179, 2.24142, 7.99569], [2.88603, -3.79597, -2.07026], [-3.44730, 5.50917, -1.83322], [-4.98530, 6.49869, -2.92668], [1.50359, 4.06192, -8.39270], [2.96731, -1.45451, 8.12680], [-2.39517, -10.87383, 2.23362], [-4.50843, 6.35986, -1.97141], [-1.60035, -11.66266, -1.79993], [0.92320, 5.26146, 10.92173], [7.58183, 2.16583, -5.27081], [-1.60916, 3.19997, -2.24897], [-1.29024, -1.71315, 0.36211], [8.67065, 2.90183, -5.65175], [-2.90719, 2.77854, -4.35312], [-3.98136, -1.42769, -0.32524], [9.44131, 3.27054, -4.99582], [0.40569, 4.99976, -5.63487], [-5.66105, -6.07614, 4.31546], [-4.95853, -8.05658, 3.68522], [2.96352, 5.89629, 9.26009], [7.02453, 2.34530, -8.46872], [2.02289, 3.03140, -7.65697], [-4.02367, -0.17427, -0.86973], [2.54538, 4.84058, -8.82011], [1.32836, 3.14277, 8.48712], [-2.82630, 0.70245, -2.54971], [-4.57780, -5.47879, 3.40073], [3.76104, -3.15716, -1.23607], [-5.98508, -4.41148, 1.10410], [-2.46060, -1.36605, -1.96758]], "forces_ev_per_angstrom": [[-0.06, 0.00, 0.03], [-0.09, -0.02, -0.02], [0.02, -0.05, -0.04], [0.02, -0.07, -0.05], [0.03, -0.01, 0.03], [0.02, 0.04, -0.06], [-0.10, -0.02, -0.04], [0.00, -0.01, 0.01], [0.01, -0.02, -0.01], [-0.15, 0.01, -0.04], [0.01, -0.05, 0.22], [0.01, 0.00, 0.00], [-0.07, 0.85, 0.00], [-0.28, -0.18, -0.33], [0.00, 0.00, 0.00], [0.00, 0.00, 0.00], [-0.36, -1.19, -0.16], [0.02, 0.00, -0.02], [0.03, -0.33, -0.34], [-0.08, -0.03, 0.03], [0.00, 0.02, 0.00], [-0.03, -0.01, -0.10], [-0.02, 0.00, 0.00], [0.04, -0.01, -0.01], [-0.02, -0.02, -0.04], [0.03, 0.02, 0.01], [0.00, -0.01, 0.00], [0.00, 0.00, -0.02], [0.03, 0.03, -0.02], [0.02, 0.00, 0.04], [-0.03, 0.00, 0.01], [0.02, 0.01, -0.02], [3.64, -0.77, 4.00], [0.00, 0.02, 0.00], [-0.01, 0.04, 0.03], [0.02, -0.03, 0.12], [0.06, 0.00, 0.00], [0.01, 0.01, -0.03], [-0.06, 0.09, -0.04], [-0.10, 0.48, -0.10], [0.20, 0.12, -0.21], [0.01, 0.02, 0.01], [0.20, 0.42, 0.11], [-0.31, 0.78, 1.10], [-0.03, 0.02, -0.01], [0.07, 0.01, 0.00], [0.04, -0.02, 0.00], [-0.01, 0.02, 0.02], [-0.01, 0.00, 0.04], [-0.03, -0.01, 0.01], [0.18, 0.00, 0.38], [0.00, 0.00, 0.00], [-0.03, -0.01, 0.05], [0.01, -0.01, 0.04], [0.01, -0.02, 0.01], [0.01, 0.00, 0.02], [-0.03, -0.06, -0.10], [0.01, 0.01, 0.00], [0.00, 0.01, 0.02], [0.01, 0.01, 0.01], [0.04, -0.01, -0.01], [0.00, 0.00, 0.00], [0.00, 0.00, 0.00], [-0.01, 0.02, 0.00], [0.04, 0.07, -0.02], [0.03, 0.00, 0.00], [-0.41, -0.18, -0.24], [0.23, -0.52, 0.25], [0.01, 0.02, -0.01], [0.01, 0.06, 0.03], [-3.62, -0.17, -3.82], [0.46, 0.50, 0.13], [-0.01, -0.02, -0.02], [0.00, 0.00, -0.01], [0.00, -0.03, 0.01], [0.01, 0.00, 0.03], [0.16, 0.01, -0.01], [0.00, -0.02, -0.02], [-0.01, 0.01, 0.02], [0.00, 0.01, 0.00], [-0.08, 0.09, 0.10], [-0.05, -0.13, 0.06], [0.00, -0.06, 0.05], [-0.08, -0.05, 0.01], [0.00, 0.02, -0.01], [0.06, 0.08, 0.00], [0.01, 0.03, 0.02], [0.01, -0.01, -0.04], [0.02, -0.01, 0.01], [-0.03, 0.06, -0.02], [0.09, 0.02, -0.03], [0.02, -0.01, 0.01], [-0.04, 0.01, 0.02], [-0.03, 0.02, -0.01], [0.09, 0.14, 0.01], [0.02, 0.04, -0.09], [0.01, 0.02, -0.05], [0.02, 0.11, 0.25], [0.05, -0.01, -0.05], [-0.13, 0.05, -0.01], [-0.01, 0.02, 0.01], [-0.03, 0.07, -0.02], [0.00, 0.00, 0.00], [0.03, 0.01, -0.02], [0.00, -0.06, -0.01], [0.01, 0.00, 0.00], [0.02, 0.01, -0.01], [-0.08, -0.03, 0.02], [0.06, -0.06, -0.01], [-0.05, 0.13, 0.08], [0.03, 0.00, 0.02], [0.05, -0.03, -0.02], [-0.03, -0.10, 0.06], [0.00, 0.00, 0.00], [0.02, -0.03, 0.00], [0.18, 0.16, -0.71], [-0.38, -0.24, -0.36], [0.00, 0.00, 0.00], [0.01, 0.01, 0.00], [-0.02, -0.04, -0.01], [0.00, 0.03, -0.03], [0.00, -0.05, 0.00], [-0.12, 0.12, 0.15], [0.04, -0.01, -0.01], [-0.04, 0.16, -0.80], [-0.03, -0.01, 0.02], [0.47, -0.22, 0.55], [0.08, -0.06, -0.02]]}

***

{"formula": "C3H2ClO2S", "method": "ωB97M-V with the def2-TZVPD basis set", "charge": -1, "max_force_ev_per_a": 4.82, "molar_mass_g_mol": 137.567, "de_lowest_kcal_mol": 7.9, "homo_energy_ha": -0.132, "gap_ev": 7.1, "smiles": "O=C([O-])S/C=C/Cl", "species": ["Cl", "C", "O", "S", "H", "C", "H", "O", "C"], "xyz": [[2.19268, -2.15592, 0.06755], [-0.90727, 1.87931, -0.60715], [0.07492, 2.45150, -0.32154], [-1.31653, 0.24954, 0.90542], [0.50090, -0.74800, 1.91587], [0.72470, -1.34756, -0.25945], [0.50094, -1.41251, -1.31094], [-1.84794, 1.90472, -1.28689], [0.07760, -0.82107, 0.89712]], "forces_ev_per_angstrom": [[1.50, -0.88, 0.05], [0.46, 0.16, 1.01], [2.28, 0.41, 0.82], [-0.03, -0.68, -0.21], [0.49, -1.10, -0.95], [-1.84, 1.35, 4.24], [-0.74, 0.49, 0.19], [-2.85, -0.41, -2.05], [0.74, 0.65, -3.10]]}